{"formula": "C40H85N3O10", "method": "ωB97M-V/def2-TZVPD", "species": ["N", "C", "C", "C", "O", "C", "O", "O", "C", "C", "C", "N", "C", "C", "C", "C", "N", "C", "H", "H", "H", "H", "H", "H", "H", "H", "H", "H", "H", "H", "H", "H", "H", "C", "C", "O", "C", "C", "H", "H", "H", "H", "H", "H", "H", "H", "H", "H", "C", "C", "O", "C", "C", "H", "H", "H", "H", "H", "H", "H", "H", "H", "H", "C", "C", "O", "C", "C", "H", "H", "H", "H", "H", "H", "H", "H", "H", "H", "C", "C", "O", "C", "C", "H", "H", "H", "H", "H", "H", "H", "H", "H", "H", "C", "C", "O", "C", "C", "H", "H", "H", "H", "H", "H", "H", "H", "H", "H", "C", "C", "O", "C", "C", "H", "H", "H", "H", "H", "H", "H", "H", "H", "H", "C", "C", "O", "C", "C", "H", "H", "H", "H", "H", "H", "H", "H", "H", "H"], "xyz": [[-1.383731, -0.374021, -5.500643], [-0.615999, -0.440838, -4.499421], [-1.089272, -0.242918, -3.050260], [-1.130895, 1.247543, -2.664780], [-2.431185, 1.827233, -2.650534], [-2.244033, 3.063003, -2.054821], [-2.974795, 4.005864, -2.185378], [-1.137938, 3.039209, -1.286880], [-0.343676, 1.803445, -1.457769], [-0.472179, 1.171387, -0.065648], [0.188676, -0.220830, 0.104037], [-0.886299, -1.228078, 0.236899], [1.023021, 2.313233, -1.887501], [1.883198, 1.453983, -2.586749], [3.075242, 2.010739, -2.964385], [3.444941, 3.327134, -2.689381], [2.637618, 4.114291, -1.996356], [1.485244, 3.578384, -1.634965], [-2.334013, -0.163915, -5.179951], [0.433338, -0.693228, -4.697820], [-0.428362, -0.846131, -2.423602], [-2.125047, -0.606874, -3.026371], [-0.646853, 1.754958, -3.518328], [-0.033132, 1.855297, 0.666420], [-1.544648, 1.060030, 0.135979], [0.841529, -0.430315, -0.757913], [0.759847, -0.255477, 1.034951], [-0.472233, -2.155125, 0.215743], [-1.504361, -1.155113, -0.565204], [1.616563, 0.430893, -2.824116], [3.765773, 1.388475, -3.532258], [4.390263, 3.735939, -3.032237], [0.818783, 4.225417, -1.063444], [-2.983867, 7.115502, -2.602875], [-2.585003, 6.893153, -1.153443], [-1.813018, 7.953810, -0.607889], [-2.426759, 9.227931, -0.586194], [-3.713647, 9.276426, 0.220588], [-2.096965, 7.260987, -3.223272], [-3.538108, 6.257983, -2.978850], [-3.614106, 7.999172, -2.721478], [-1.965179, 6.001531, -1.091299], [-3.464582, 6.701960, -0.529081], [-2.594428, 9.585805, -1.608374], [-1.699126, 9.905781, -0.137224], [-4.480158, 8.619288, -0.191997], [-4.114177, 10.291308, 0.232150], [-3.530143, 8.961443, 1.249333], [-3.393156, -1.708921, 3.331726], [-2.413654, -2.857873, 3.173221], [-1.097572, -2.547524, 3.596557], [-0.948394, -2.175544, 4.956105], [-1.396883, -3.243331, 5.938979], [-3.043192, -0.834969, 2.779225], [-4.376612, -1.994457, 2.954330], [-3.509622, -1.413241, 4.375940], [-2.341013, -3.114965, 2.115684], [-2.776887, -3.755618, 3.687535], [-1.466294, -1.229146, 5.148101], [0.115901, -1.979807, 5.100275], [-2.457949, -3.468480, 5.840476], [-1.221263, -2.911676, 6.963303], [-0.846663, -4.171840, 5.773600], [2.779205, 4.617269, 2.808452], [1.506327, 3.833853, 3.078870], [1.703558, 2.432129, 3.166699], [2.579650, 1.982063, 4.184334], [2.137558, 2.362872, 5.586924], [3.249817, 4.273037, 1.885584], [2.555653, 5.680344, 2.712982], [3.508866, 4.500811, 3.611310], [0.811951, 3.990083, 2.251826], [1.003997, 4.204027, 3.979096], [3.599551, 2.331118, 3.988331], [2.604077, 0.894511, 4.101916], [2.102537, 3.444175, 5.725930], [2.829029, 1.953418, 6.324572], [1.138550, 1.973174, 5.790163], [-6.685904, -2.163667, 7.252871], [-5.711409, -3.320508, 7.110066], [-4.394692, -3.015380, 7.533668], [-4.242779, -2.631700, 8.888552], [-4.694845, -3.689807, 9.880366], [-6.331540, -1.295884, 6.693488], [-7.668724, -2.447955, 6.874800], [-6.805384, -1.856035, 8.292623], [-5.633931, -3.591129, 6.055979], [-6.082590, -4.209359, 7.631769], [-4.753992, -1.680284, 9.072846], [-3.177749, -2.442616, 9.030473], [-5.758476, -3.912451, 9.785504], [-4.514213, -3.351402, 10.901423], [-4.148924, -4.620817, 9.719040], [7.104877, 4.584834, -6.107684], [7.127542, 3.447044, -5.101320], [6.068546, 2.518356, -5.262800], [6.010914, 1.851276, -6.512663], [7.252901, 1.036897, -6.831527], [6.157169, 5.123453, -6.052743], [7.918039, 5.283331, -5.906976], [7.218587, 4.226865, -7.131729], [7.017027, 3.859750, -4.097481], [8.092802, 2.929940, -5.119161], [5.796620, 2.566273, -7.314129], [5.151247, 1.181865, -6.457870], [8.144384, 1.661022, -6.905119], [7.129253, 0.517727, -7.782619], [7.434152, 0.296643, -6.050429], [0.316518, -4.998108, -10.014294], [0.685603, -5.244217, -8.560953], [1.467435, -4.213997, -7.986437], [0.879380, -2.923001, -7.958489], [-0.422208, -2.851933, -7.179465], [1.215846, -4.865036, -10.618298], [-0.250198, -5.842460, -10.409139], [-0.293812, -4.102080, -10.134528], [1.287634, -6.151402, -8.496007], [-0.210929, -5.423297, -7.957053], [0.742613, -2.548203, -8.978900], [1.613949, -2.268972, -7.485789], [-1.195387, -3.486325, -7.617542], [-0.796690, -1.832683, -7.162830], [-0.269648, -3.184510, -6.150492], [0.823126, -5.383704, 3.555157], [0.966216, -6.501076, 4.574577], [-0.028415, -7.504618, 4.468036], [-0.089479, -8.196508, 3.234700], [1.192383, -8.929783, 2.877277], [-0.155472, -4.911758, 3.639409], [1.591097, -4.625021, 3.712885], [0.922177, -5.750242, 2.531670], [0.866413, -6.082746, 5.577322], [1.965089, -6.949340, 4.524895], [-0.384433, -7.512789, 2.430634], [-0.898326, -8.921279, 3.335733], [2.034700, -8.247204, 2.757036], [1.067071, -9.474136, 1.940242], [1.455641, -9.641019, 3.661976]], "forces_ev_per_angstrom": [[-0.06, 0.26, 0.27], [-0.45, -0.02, 0.19], [-0.17, -0.03, -0.52], [1.68, -0.15, -1.62], [0.20, 0.43, 0.90], [-0.60, 0.14, 0.09], [0.62, -1.23, 0.16], [-0.49, 0.37, -0.44], [-1.14, 1.80, 0.58], [0.60, -0.89, -0.27], [-0.84, 0.05, -0.02], [0.38, 0.12, -0.22], [0.29, -2.13, -0.29], [-0.50, 1.04, 0.58], [1.56, -0.82, -1.14], [-0.49, -0.48, 0.11], [0.49, 0.05, -0.24], [-1.39, 1.13, 1.23], [-0.02, 0.03, -0.20], [-0.12, 0.15, 0.21], [-0.36, 0.16, 0.26], [0.27, -0.19, 0.32], [0.01, -0.09, 0.22], [-0.20, 0.11, -0.21], [0.20, 0.12, 0.13], [0.19, 0.07, 0.33], [0.13, 0.07, -0.28], [-0.17, -0.03, 0.10], [-0.03, -0.16, 0.07], [0.13, 0.06, -0.03], [0.04, 0.22, 0.08], [-0.08, -0.12, 0.02], [0.22, 0.05, -0.15], [-0.04, 0.20, -0.02], [-0.07, 0.01, -0.14], [0.20, 0.00, 0.14], [-0.08, 0.02, -0.04], [-0.05, -0.10, 0.02], [0.00, -0.04, 0.02], [0.05, -0.03, 0.04], [-0.05, -0.03, 0.02], [0.09, 0.10, 0.09], [-0.05, 0.02, -0.05], [-0.08, 0.00, 0.01], [0.09, -0.11, -0.01], [-0.02, 0.06, -0.05], [0.03, 0.00, 0.00], [0.02, 0.03, 0.00], [0.04, 0.14, 0.12], [-0.14, 0.00, 0.04], [0.18, -0.02, -0.17], [-0.05, 0.02, 0.16], [-0.07, -0.12, -0.14], [0.00, -0.06, -0.06], [0.02, -0.01, -0.02], [-0.07, -0.08, 0.01], [0.19, 0.04, 0.01], [-0.04, 0.04, 0.06], [-0.05, -0.02, 0.04], [0.01, -0.01, -0.18], [-0.02, 0.08, 0.13], [-0.01, 0.01, -0.01], [0.04, 0.03, 0.03], [0.12, -0.11, 0.03], [0.06, 0.15, 0.04], [-0.16, -0.19, -0.22], [0.08, 0.04, 0.11], [-0.10, 0.09, -0.01], [-0.04, 0.04, -0.02], [-0.03, -0.02, -0.03], [-0.04, 0.07, 0.04], [-0.02, -0.15, 0.00], [0.05, 0.02, 0.02], [0.00, 0.05, 0.05], [-0.08, 0.02, -0.13], [0.08, -0.01, 0.02], [0.00, -0.02, -0.02], [0.02, -0.03, 0.00], [0.07, 0.10, 0.09], [-0.16, 0.01, 0.03], [0.18, -0.01, -0.17], [-0.07, 0.02, 0.12], [-0.07, -0.09, -0.06], [-0.02, -0.03, -0.03], [0.02, -0.01, -0.02], [-0.06, -0.06, 0.01], [0.16, 0.00, 0.02], [-0.04, 0.03, 0.04], [-0.05, -0.03, 0.04], [0.01, -0.02, -0.16], [-0.01, 0.07, 0.06], [0.02, 0.01, -0.02], [0.03, 0.03, 0.01], [-0.10, -0.05, -0.11], [0.11, 0.10, -0.05], [-0.18, -0.05, 0.21], [0.05, -0.03, -0.13], [0.10, 0.04, 0.09], [0.03, 0.01, 0.04], [-0.02, -0.01, 0.03], [0.09, 0.01, 0.01], [-0.10, -0.11, 0.02], [0.01, 0.01, -0.05], [0.06, 0.00, -0.02], [-0.03, 0.08, 0.13], [-0.02, 0.01, -0.09], [-0.03, 0.00, 0.01], [-0.03, -0.01, -0.02], [0.01, 0.14, -0.03], [-0.12, -0.03, -0.06], [0.27, -0.03, 0.09], [-0.17, -0.01, -0.01], [0.03, -0.25, -0.19], [-0.01, -0.05, 0.01], [0.03, -0.01, 0.02], [-0.07, -0.05, 0.01], [0.10, 0.08, 0.08], [-0.05, 0.03, -0.05], [-0.07, 0.00, 0.00], [0.10, -0.12, -0.02], [0.01, 0.03, -0.04], [0.03, 0.00, 0.02], [0.01, 0.03, 0.00], [-0.11, -0.15, -0.10], [0.15, 0.10, -0.12], [-0.15, -0.06, 0.20], [0.05, 0.01, -0.12], [0.10, 0.04, 0.07], [0.06, 0.07, 0.01], [-0.04, 0.02, 0.03], [0.11, 0.00, 0.01], [-0.11, -0.12, 0.03], [0.01, 0.01, -0.04], [0.07, 0.00, -0.04], [-0.03, 0.07, 0.13], [-0.02, 0.01, -0.08], [-0.02, 0.00, 0.02], [-0.03, -0.01, -0.02]], "mulliken_charge": [-0.5611, -0.6371, -0.9655, 0.2743, -0.4500, 0.3656, -0.5190, -0.2277, 1.8167, -0.8680, -0.7121, -0.4975, -0.5528, -0.3663, -0.7894, -0.6331, -0.6518, 0.1280, 0.2139, 0.4084, 0.2066, 0.6057, 0.7315, -0.2201, 0.7197, 0.4015, 0.4488, 0.2691, 0.1811, 0.3984, 0.4601, 0.4691, 0.5589, -1.1216, 0.2922, -0.4014, -0.3401, -0.9957, 0.2632, 0.4253, 0.3428, -0.2463, 0.2149, 0.2989, 0.3374, 0.2507, 0.3875, 0.2771, -1.1327, -0.3432, -0.3228, -0.4647, -0.4380, 0.1592, 0.4447, 0.1876, 0.4170, 0.4490, 0.3449, 0.3446, 0.0007, 0.3759, -0.0351, -1.2172, -0.1688, -0.2966, -0.3785, -1.0996, 0.3062, 0.3989, 0.3249, 0.2214, 0.2950, 0.3186, 0.3225, 0.2846, 0.3934, 0.3013, -1.1175, -0.3811, -0.3031, -0.3214, -1.1378, 0.3033, 0.3950, 0.2677, 0.3514, 0.3379, 0.3110, 0.3197, 0.2695, 0.3960, 0.3111, -1.0936, -0.3719, -0.3280, -0.3095, -1.1083, 0.2969, 0.3961, 0.2682, 0.3506, 0.3348, 0.3210, 0.2944, 0.2649, 0.3983, 0.3066, -1.0466, -0.3054, -0.4301, -0.4023, -0.8661, 0.2872, 0.3867, 0.2783, 0.3328, 0.2943, 0.2956, 0.2859, 0.3462, 0.3619, 0.1948, -0.9908, -0.5366, -0.4379, -0.3016, -1.0331, 0.2147, 0.4221, 0.3679, 0.3617, 0.3556, 0.2768, 0.3427, 0.2711, 0.3866, 0.2811], "homo_ev": -9.19, "relative_energy_kj_mol": 0.0, "energy_ha": -2491.593791, "charge": 0, "homo_lumo_gap_ev": 9.599, "largest_force_ev_per_a": 2.3, "smiles": "[H]/N=C\\C[C@H]1OC(=O)O[C@]1(CCN)c1cccnc1.CCOCC.CCOCC.CCOCC.CCOCC.CCOCC.CCOCC.CCOCC"}